A 14-piece molecular cluster, C31H54N15O overall. Source: OMol25; level of theory: wB97M-V/def2-TZVPD.

The geometry in XYZ format:
```
101
Properties=species:S:1:pos:R:3:forces:R:3
C -2.8774 3.0651 -0.7153 0.702 -0.217 0.160
C -1.3605 3.3675 -0.6210 -1.095 -0.380 0.420
N -0.8993 2.8231 0.7039 0.405 0.565 -0.525
N 0.4254 2.2444 0.6105 0.204 0.363 0.450
C 0.4044 0.7489 0.5677 -0.491 -0.604 -0.531
C -0.5440 0.1630 -0.4759 0.534 -0.412 -0.609
C 0.1709 -0.1285 -1.8336 -0.553 0.125 0.314
O -0.6026 0.2673 -2.9642 0.298 0.242 0.337
H -3.4402 3.9055 -1.1119 0.010 -0.096 -0.202
H -3.2321 2.8236 0.2883 -0.061 0.128 -0.087
H -3.0267 2.1631 -1.3068 -0.300 0.156 -0.114
H -0.8210 2.8502 -1.4148 0.102 0.211 -0.020
H -1.2025 4.4455 -0.6749 0.324 -0.083 -0.122
H -0.7795 3.6461 1.2873 -0.065 -0.192 0.311
H 0.9277 2.4947 1.4653 0.131 -0.110 -0.034
H 0.9814 2.6534 -0.1502 -0.110 -0.174 -0.198
H 0.1026 0.3963 1.5505 0.202 0.311 0.153
H 1.4252 0.4452 0.3340 0.057 -0.012 0.381
H -1.4493 0.7432 -0.6452 0.058 0.050 0.179
H -0.8711 -0.8006 -0.0826 -0.157 0.206 0.083
H 0.3024 -1.2038 -1.9313 0.267 0.061 -0.088
H 1.1492 0.3671 -1.8377 0.047 -0.160 -0.199
H -0.4845 1.2204 -3.0275 -0.193 0.051 -0.269
C 1.3604 1.7376 -5.3676 0.043 0.037 0.035
C 1.9810 2.3633 -4.2005 -0.220 -0.259 -0.279
N 2.4296 2.8359 -3.2571 -0.101 0.060 0.296
H 2.0759 1.6488 -6.1819 0.044 0.024 0.029
H 0.9971 0.7462 -5.0988 0.044 -0.009 0.021
H 0.5200 2.3455 -5.6982 0.014 0.028 -0.032
C 4.9250 2.4454 -1.1285 0.088 0.086 0.187
C 5.4730 3.0543 0.0819 -0.097 -0.199 -0.255
N 5.8944 3.5276 1.0369 -0.032 0.116 0.217
H 5.6917 2.3990 -1.8990 -0.008 0.001 -0.018
H 4.5811 1.4361 -0.9084 0.028 -0.025 0.015
H 4.0907 3.0365 -1.4961 0.019 0.001 -0.083
C 1.3040 -4.7269 -2.2469 0.348 0.223 -0.325
C 2.0600 -3.7037 -2.9752 -0.094 -0.160 0.097
N 2.6332 -2.8849 -3.5404 -0.018 0.111 0.047
H 1.6632 -4.8067 -1.2240 -0.045 -0.025 0.023
H 0.2538 -4.4614 -2.2327 -0.043 -0.036 -0.023
H 1.4180 -5.6924 -2.7358 -0.010 -0.015 0.014
C 4.4084 -6.6099 -0.0560 -0.176 -0.047 0.053
C 3.0070 -6.6980 0.3565 0.201 -0.041 0.041
N 1.9126 -6.7810 0.6940 -0.013 0.066 -0.017
H 5.0419 -6.4933 0.8216 -0.010 0.020 0.006
H 4.6890 -7.5165 -0.5920 -0.021 0.157 -0.004
H 4.5487 -5.7535 -0.7134 0.019 -0.011 -0.019
C -3.7059 6.4973 0.8600 0.071 0.076 -0.201
C -3.0639 6.7000 -0.4392 -0.057 -0.210 0.153
N -2.5457 6.7671 -1.4609 0.060 0.026 -0.023
H -4.5786 5.8591 0.7400 -0.035 0.023 0.038
H -3.0042 6.0119 1.5358 -0.043 0.024 0.084
H -4.0146 7.4435 1.2962 0.015 0.000 0.002
C -7.3595 8.2967 2.8149 0.123 -0.133 0.060
C -6.4673 7.1765 3.1185 -0.189 0.136 0.009
N -5.7752 6.2934 3.3588 0.074 -0.029 -0.092
H -7.2361 8.5950 1.7756 -0.011 0.007 -0.002
H -8.3920 7.9973 2.9809 -0.005 -0.001 0.002
H -7.1228 9.1395 3.4608 -0.006 0.005 0.003
C -5.2306 1.6788 -4.5150 -0.046 0.018 0.185
C -5.5378 1.6723 -3.0836 -0.014 -0.053 -0.222
N -5.7874 1.6560 -1.9640 0.089 0.085 0.096
H -5.8207 0.9169 -5.0196 0.000 -0.005 -0.005
H -5.4676 2.6529 -4.9376 -0.004 -0.001 -0.011
H -4.1735 1.4689 -4.6654 0.001 -0.015 -0.011
C 5.6250 -10.9200 -0.3820 -0.029 0.119 -0.143
C 5.4281 -9.8839 -1.3969 0.049 -0.216 0.069
N 5.2731 -9.0715 -2.1927 -0.004 -0.012 0.029
H 6.4660 -11.5511 -0.6611 0.005 -0.004 0.005
H 5.8293 -10.4573 0.5816 0.004 -0.009 0.008
H 4.7286 -11.5313 -0.3031 -0.001 -0.006 0.004
C -1.3793 -3.4575 1.3681 0.037 -0.178 -0.109
C -1.1591 -4.4825 0.3480 -0.117 0.036 0.170
N -0.9958 -5.2795 -0.4606 -0.184 0.037 0.104
H -0.8697 -2.5474 1.0618 0.001 0.041 0.096
H -2.4440 -3.2580 1.4730 0.002 0.018 -0.008
H -0.9811 -3.7850 2.3262 0.019 -0.028 -0.015
C -5.4049 2.9327 2.2049 0.122 -0.115 0.093
C -4.4923 1.8309 2.5172 -0.123 0.196 -0.068
N -3.7503 0.9881 2.7538 0.116 -0.025 -0.051
H -5.2644 3.2354 1.1680 -0.082 -0.050 -0.015
H -6.4367 2.6177 2.3441 0.000 -0.017 -0.008
H -5.1992 3.7796 2.8583 -0.048 0.015 0.017
C 6.6568 2.0081 3.9463 0.390 -0.151 -0.007
C 7.2622 0.7307 4.3255 -0.119 0.186 -0.021
N 7.7289 -0.2730 4.6242 0.014 -0.071 0.008
H 6.9140 2.2534 2.9168 -0.057 0.036 0.068
H 5.5803 1.9384 4.0313 -0.019 -0.060 -0.040
H 7.0185 2.7982 4.6021 0.017 0.006 -0.011
C 3.1856 2.8647 4.1869 -0.155 -0.132 -0.239
C 3.2056 1.8614 3.1128 0.184 0.000 0.149
N 3.2738 1.0572 2.2917 -0.369 0.369 0.019
H 3.7784 2.5140 5.0284 -0.042 -0.026 0.024
H 3.6024 3.8017 3.8226 0.058 -0.005 -0.035
H 2.1627 3.0297 4.5226 0.017 -0.012 0.034
C -2.4614 -8.1787 0.0104 -0.169 -0.172 0.117
C -3.4937 -9.0307 0.6049 0.171 0.106 -0.088
N -4.3017 -9.6959 1.0740 -0.045 -0.018 0.024
H -2.8444 -7.1704 -0.1195 0.024 0.012 -0.023
H -1.5879 -8.1453 0.6585 0.022 0.029 -0.023
H -2.1687 -8.5747 -0.9595 0.014 0.016 -0.009
```
Positions in Å, forces in eV/Å.

Max |F|, eV Å⁻¹: 1.23
LUMO level, eV: -2.931
Total charge: +1
HOMO-LUMO gap, eV: 9.61